No. 1
Entry from OMol25: a structure of composition C10H10BrClRe (ωB97M-V with the def2-TZVPD basis set).

Summary:
HOMO-LUMO gap (spin up / spin down), eV: 7.3476 / 6.2308
HOMO (spin up / spin down), eV: -7.87 / -7.79
LUMO level (spin up / spin down), eV: -0.52 / -1.56
Relative energy (zero: lowest compared OMol25 entry of this formula, charge and spin), eV: 0.0263

```
! wB97M-V def2-TZVPD RIJCOSX def2/J DEFGRID3
* xyz 0 4
C -1.288 -0.981 -0.776
C -1.826 -2.097 -0.126
C -2.985 -1.703 0.635
H -1.530 -3.098 -0.238
C -3.211 -0.309 0.351
C -2.159 0.142 -0.487
H -1.979 1.121 -0.925
H -0.468 -0.907 -1.479
H -3.785 -2.343 0.969
H -4.073 0.212 0.704
Re -1.346 -0.594 1.332
Br 0.924 -1.717 1.499
C 3.002 1.544 0.615
C 1.924 2.184 -0.072
C 1.523 1.317 -1.157
H 1.376 3.087 0.247
C 2.424 0.205 -1.211
C 3.303 0.306 -0.067
H 4.016 -0.462 0.269
H 3.428 1.870 1.562
H 0.678 1.492 -1.839
H 2.377 -0.622 -1.945
Cl -0.326 1.351 2.139
*
```

Atom charges from the Löwdin analysis, given in e for atoms 1 to 8:
1. C -0.24
2. C -0.28
3. C -0.27
4. H 0.10
5. C -0.24
6. C -0.22
7. H 0.12
8. H 0.11

No. 2
Entry from OMol25: a structure of composition C50H60N3O2SSbSnTe (ωB97M-V with the def2-TZVPD basis set).

Summary:
HOMO-LUMO gap, eV: 3.3875
HOMO, eV: -16.77
LUMO level, eV: -13.39
Relative energy (zero: lowest compared OMol25 entry of this formula, charge and spin), eV: 2.8108

```
! wB97M-V def2-TZVPD RIJCOSX def2/J DEFGRID3
* xyz 4 1
Sn -0.447 -0.538 0.372
C -2.951 0.250 3.742
C -3.146 1.330 2.677
C -3.790 2.584 3.292
C -1.858 1.742 2.000
C -1.888 2.268 0.697
C -0.750 2.809 0.113
C 0.464 2.849 0.803
C 1.642 3.594 0.245
C 0.506 2.291 2.080
C -0.633 1.746 2.672
H -3.917 -0.161 4.031
H -2.491 0.657 4.643
H -2.318 -0.563 3.367
H -3.825 0.947 1.908
H -3.131 3.025 4.042
H -4.731 2.323 3.775
H -3.995 3.334 2.529
H -2.842 2.349 0.187
H -0.829 3.288 -0.857
H 1.766 3.422 -0.825
H 2.562 3.335 0.772
H 1.485 4.667 0.381
H 1.413 2.382 2.667
H -0.584 1.429 3.707
Te -3.059 -2.196 0.715
C -2.900 -3.972 1.871
C -2.747 -3.824 3.248
C -2.677 -4.955 4.045
C -2.753 -6.218 3.468
C -2.888 -6.353 2.089
C -2.964 -5.231 1.281
C -4.633 -2.764 -0.611
C -4.448 -3.696 -1.626
C -5.533 -4.039 -2.419
C -6.773 -3.452 -2.198
C -6.940 -2.523 -1.180
C -5.863 -2.161 -0.384
H -2.727 -2.838 3.695
H -2.586 -4.847 5.117
H -2.714 -7.103 4.089
H -2.941 -7.337 1.643
H -3.086 -5.346 0.212
H -3.483 -4.156 -1.801
H -5.416 -4.767 -3.210
H -7.612 -3.715 -2.828
H -7.912 -2.085 -0.995
H -5.994 -1.442 0.415
C 0.171 -6.416 0.069
C 0.534 -5.286 1.035
C 1.725 -4.513 0.486
S 2.254 -2.987 1.309
O 1.183 -1.938 0.910
C 1.943 -3.315 3.079
C 0.515 -3.089 3.553
C 0.459 -3.017 5.079
H -0.554 -7.085 0.529
H 1.051 -7.013 -0.172
H -0.258 -6.034 -0.858
H 0.785 -5.726 2.002
H -0.323 -4.621 1.176
H 1.536 -4.187 -0.541
H 2.625 -5.135 0.485
H 2.632 -2.644 3.598
H 2.277 -4.341 3.249
H -0.133 -3.890 3.201
H 0.137 -2.148 3.140
H 0.909 -3.898 5.537
H -0.576 -2.966 5.413
H 0.981 -2.135 5.451
C 5.633 -3.193 -2.451
C 4.688 -2.470 -3.172
C 4.054 -1.385 -2.588
C 4.374 -1.035 -1.280
C 5.290 -1.772 -0.536
C 5.931 -2.846 -1.139
Sb 3.667 0.779 -0.409
C 4.366 0.759 1.628
C 5.707 1.082 1.805
C 6.228 1.052 3.094
C 5.415 0.720 4.169
C 4.078 0.400 3.971
C 3.540 0.420 2.691
C 4.598 2.432 -1.392
C 5.020 3.491 -0.594
C 5.735 4.517 -1.190
C 5.961 4.503 -2.563
C 5.521 3.439 -3.344
C 4.822 2.392 -2.765
H 6.144 -4.024 -2.917
H 4.461 -2.743 -4.193
H 3.329 -0.811 -3.151
H 5.533 -1.500 0.484
H 6.676 -3.401 -0.585
H 6.347 1.341 0.970
H 7.270 1.297 3.246
H 5.828 0.716 5.170
H 3.451 0.143 4.815
H 2.495 0.183 2.528
H 4.828 3.516 0.472
H 6.101 5.332 -0.581
H 6.474 5.334 -3.028
H 5.718 3.425 -4.407
H 4.497 1.556 -3.371
C -0.472 -0.066 -5.938
N -0.315 -0.077 -4.489
C 0.726 0.651 -3.794
C 0.473 0.205 -2.373
O 1.113 0.534 -1.343
N -0.565 -0.618 -2.315
C -1.003 -0.790 -3.602
N -1.983 -1.617 -3.910
H -0.109 0.882 -6.328
H -1.522 -0.150 -6.216
H 0.093 -0.877 -6.399
H 0.608 1.733 -3.897
H 1.725 0.386 -4.149
H -2.538 -2.045 -3.188
H -2.259 -1.764 -4.868
*
```

Atom charges from the Löwdin analysis, given in e for atoms 1 to 8:
1. Sn 1.33
2. C -0.08
3. C -0.40
4. C -0.03
5. C -0.29
6. C -0.07
7. C -0.06
8. C -0.30

No. 3
Entry from OMol25: a structure of composition C25H29N3O4 (ωB97M-V with the def2-TZVPD basis set).

Summary:
HOMO-LUMO gap, eV: 6.4995
HOMO, eV: -6.48
LUMO level, eV: 0.02
Relative energy (zero: lowest compared OMol25 entry of this formula, charge and spin), eV: 6.0097

```
! wB97M-V def2-TZVPD RIJCOSX def2/J DEFGRID3
* xyz 0 1
C -0.801 -4.773 0.273
C -1.098 -3.395 0.829
N 0.164 -2.522 0.721
C 0.046 -1.127 1.350
C -0.950 -0.231 0.712
C -0.687 0.784 -0.186
C -1.825 1.325 -0.932
C -3.124 0.990 -0.525
O -3.368 0.180 0.577
C -2.329 -0.445 1.200
O -2.630 -1.202 2.121
C -4.261 1.375 -1.246
C -4.089 2.153 -2.372
C -2.807 2.476 -2.823
C -1.688 2.029 -2.136
C 0.551 -2.436 -0.759
C 0.789 -3.835 -1.286
N 0.580 -4.854 -0.237
C 1.526 -4.610 0.875
C 1.287 -3.242 1.472
H -0.925 -5.537 1.048
H -1.477 -5.007 -0.556
H -1.903 -2.906 0.268
H -1.375 -3.431 1.889
H -0.236 -1.274 2.408
H 1.056 -0.674 1.328
H 0.276 0.697 -0.781
H -5.222 1.031 -0.895
H -4.967 2.493 -2.919
H -2.676 3.072 -3.724
H -0.672 2.212 -2.540
H -0.268 -1.933 -1.287
H 1.459 -1.822 -0.809
H 0.099 -4.055 -2.107
H 1.816 -3.934 -1.651
H 1.378 -5.381 1.638
H 2.549 -4.677 0.489
H 2.176 -2.602 1.388
H 0.962 -3.305 2.518
C 4.755 0.080 1.559
C 4.048 0.942 0.550
O 2.619 1.015 0.927
C 1.992 1.946 0.159
C 0.524 2.136 0.484
C -0.069 3.395 0.099
C 0.471 4.244 -0.894
C -0.292 5.324 -1.354
N -1.466 5.662 -0.819
C -1.956 4.928 0.184
C -1.287 3.811 0.716
O 2.584 2.551 -0.723
H 5.646 -0.370 1.097
H 5.134 0.664 2.417
H 4.129 -0.738 1.953
H 4.516 1.937 0.539
H 4.098 0.500 -0.451
H 0.216 1.748 1.444
H 1.485 4.110 -1.263
H 0.101 5.936 -2.181
H -2.921 5.243 0.606
H -1.667 3.330 1.616
*
```

Atom charges from the Löwdin analysis, given in e for atoms 1 to 8:
1. C -0.14
2. C -0.06
3. N -0.17
4. C -0.08
5. C -0.18
6. C -0.12
7. C -0.14
8. C -0.16

No. 4
Entry from OMol25: a cluster of 6 separate species, C45H100N6O3 in total (ωB97M-V with the def2-TZVPD basis set).

Summary:
HOMO-LUMO gap, eV: 9.9304
HOMO, eV: -17.59
LUMO level, eV: -7.66
Relative energy (zero: lowest compared OMol25 entry of this formula, charge and spin), eV: 0.3469

```
! wB97M-V def2-TZVPD RIJCOSX def2/J DEFGRID3
* xyz 4 1
N 0.331 -0.507 0.136
O -0.122 -0.512 1.304
O 0.027 0.391 -0.690
O 1.050 -1.440 -0.254
C -2.541 9.345 -0.935
C -1.805 8.641 0.199
C -1.241 7.271 -0.274
C -2.244 6.199 0.071
N -1.707 4.785 0.201
C -2.780 3.776 0.677
C -2.036 2.751 1.507
C -0.847 3.470 2.127
C -0.645 4.754 1.314
C -1.054 4.364 -1.087
H -3.132 8.597 -1.472
H -1.811 9.799 -1.602
H -3.298 10.059 -0.619
H -2.420 8.541 1.104
H -1.034 9.237 0.697
H -0.321 7.077 0.287
H -0.986 7.338 -1.330
H -2.989 6.116 -0.726
H -2.779 6.388 0.999
H -3.233 3.463 -0.261
H -3.510 4.357 1.238
H -1.708 1.941 0.851
H -2.707 2.299 2.236
H -0.042 2.755 2.305
H -1.114 3.735 3.154
H 0.339 4.770 0.857
H -0.883 5.613 1.931
H -0.232 5.071 -1.173
H -1.701 4.400 -1.958
H -0.639 3.365 -0.957
C 2.248 2.957 -6.445
C 1.668 3.156 -5.068
C 2.523 2.508 -3.973
C 2.164 2.831 -2.528
N 3.218 2.383 -1.557
C 3.525 0.886 -1.590
C 4.124 0.629 -0.231
C 3.405 1.595 0.738
C 2.719 2.674 -0.121
C 4.487 3.235 -1.680
H 3.328 3.110 -6.431
H 1.827 3.646 -7.179
H 2.024 1.973 -6.860
H 0.665 2.713 -5.061
H 1.526 4.199 -4.775
H 3.572 2.804 -4.094
H 2.626 1.421 -4.058
H 1.247 2.299 -2.261
H 2.025 3.896 -2.339
H 4.153 0.564 -2.418
H 2.574 0.359 -1.699
H 5.201 0.751 -0.169
H 3.807 -0.356 0.113
H 4.109 2.159 1.355
H 2.725 1.161 1.468
H 2.981 3.679 0.191
H 1.646 2.480 -0.138
H 5.025 2.801 -2.520
H 5.064 3.051 -0.781
H 4.198 4.257 -1.891
C -6.186 1.152 -4.401
C -5.145 0.516 -3.466
C -3.923 0.006 -4.191
C -2.986 -0.823 -3.303
N -1.811 -1.404 -4.053
C -0.813 -0.366 -4.535
C 0.576 -1.024 -4.430
C 0.367 -2.330 -3.641
C -1.018 -2.225 -3.067
C -2.260 -2.258 -5.216
H -6.389 0.537 -5.278
H -5.947 2.168 -4.717
H -7.137 1.282 -3.882
H -5.597 -0.340 -2.957
H -4.927 1.287 -2.724
H -3.381 0.872 -4.589
H -4.142 -0.631 -5.049
H -3.493 -1.665 -2.832
H -2.554 -0.216 -2.505
H -1.109 0.118 -5.460
H -0.905 0.395 -3.756
H 1.042 -1.258 -5.387
H 1.325 -0.417 -3.927
H 0.611 -3.269 -4.134
H 0.993 -2.378 -2.743
H -1.535 -3.166 -2.864
H -1.078 -1.730 -2.097
H -3.132 -2.856 -4.971
H -1.398 -2.880 -5.452
H -2.446 -1.624 -6.077
C 4.267 0.195 6.540
C 3.116 -0.405 7.373
C 1.762 -0.373 6.668
C 1.605 -1.418 5.587
N 0.201 -1.625 5.096
C -0.719 -2.192 6.185
C -0.617 -3.710 6.132
C 0.094 -4.034 4.804
C 0.117 -2.720 4.061
C -0.316 -0.302 4.520
H 5.226 -0.078 6.967
H 4.146 1.279 6.616
H 4.187 -0.022 5.473
H 3.083 0.173 8.296
H 3.352 -1.426 7.688
H 1.683 0.629 6.230
H 0.982 -0.436 7.430
H 1.939 -2.383 5.981
H 2.233 -1.196 4.725
H -1.731 -1.869 5.935
H -0.523 -1.705 7.136
H -1.542 -4.258 6.274
H 0.102 -4.093 6.858
H -0.356 -4.846 4.241
H 1.148 -4.280 4.946
H -0.784 -2.612 3.450
H 0.889 -2.584 3.300
H 0.501 0.260 4.082
H -0.739 0.182 5.395
H -1.040 -0.570 3.759
C 3.325 -3.575 1.497
C 2.426 -4.736 1.822
C 1.157 -4.663 0.997
C 0.132 -5.797 1.230
N -0.993 -5.674 0.223
C -2.073 -6.699 0.474
C -1.527 -8.004 -0.074
C -1.019 -7.539 -1.419
C -0.494 -6.103 -1.172
C -1.557 -4.292 0.135
H 2.888 -2.597 1.725
H 3.552 -3.489 0.430
H 4.293 -3.614 1.999
H 2.206 -4.730 2.894
H 2.919 -5.695 1.638
H 1.318 -4.472 -0.068
H 0.582 -3.760 1.243
H -0.321 -5.583 2.195
H 0.628 -6.760 1.172
H -2.953 -6.397 -0.097
H -2.389 -6.692 1.517
H -2.295 -8.767 0.009
H -0.643 -8.309 0.491
H -1.858 -7.545 -2.123
H -0.280 -8.177 -1.900
H -0.779 -5.393 -1.941
H 0.589 -6.170 -1.103
H -1.816 -3.905 1.119
H -2.534 -4.319 -0.351
H -0.935 -3.633 -0.462
*
```

Atom charges from the Löwdin analysis, given in e for atoms 1 to 8:
1. N -0.60
2. O -0.05
3. O -0.08
4. O -0.05
5. C -0.08
6. C -0.24
7. C -0.18
8. C -0.13

No. 5
Entry from OMol25: a structure of composition C27H45Cl2OOsPS (ωB97M-V with the def2-TZVPD basis set).

Summary:
HOMO-LUMO gap (spin up / spin down), eV: 5.3510 / 7.0431
HOMO (spin up / spin down), eV: -5.58 / -7.71
LUMO level (spin up / spin down), eV: -0.23 / -0.67

```
! wB97M-V def2-TZVPD RIJCOSX def2/J DEFGRID3
* xyz 0 5
P 0.044 -0.793 -1.049
C 1.640 -0.176 -1.833
C 1.953 -0.521 -3.300
C 3.382 -0.086 -3.663
C 3.590 1.413 -3.410
C 3.250 1.780 -1.960
C 1.827 1.334 -1.594
C -1.383 0.109 -1.869
C -1.381 0.292 -3.394
C -2.723 0.864 -3.879
C -3.043 2.191 -3.178
C -3.020 2.032 -1.652
C -1.683 1.450 -1.169
C -0.101 -2.492 -1.827
C 1.088 -3.362 -1.372
C 1.001 -4.786 -1.938
C -0.323 -5.456 -1.554
C -1.515 -4.600 -1.999
C -1.424 -3.174 -1.434
H 2.398 -0.684 -1.215
H 1.244 -0.014 -3.962
H 1.840 -1.596 -3.479
H 3.592 -0.328 -4.713
H 4.097 -0.659 -3.055
H 4.623 1.699 -3.644
H 2.940 1.985 -4.089
H 3.964 1.289 -1.284
H 3.356 2.861 -1.806
H 1.604 1.581 -0.549
H 1.110 1.888 -2.214
H -2.226 -0.556 -1.621
H -3.520 0.138 -3.664
H -1.171 -0.658 -3.899
H -0.579 0.988 -3.673
H -2.703 1.003 -4.967
H -4.018 2.569 -3.507
H -2.295 2.941 -3.473
H -3.207 2.997 -1.166
H -3.833 1.358 -1.347
H -1.696 1.305 -0.083
H -0.881 2.167 -1.384
H -0.071 -2.405 -2.923
H 2.036 -2.902 -1.672
H 1.092 -3.402 -0.273
H 1.082 -4.744 -3.034
H 1.850 -5.382 -1.580
H -0.359 -5.585 -0.463
H -0.387 -6.458 -1.996
H -2.458 -5.064 -1.685
H -1.534 -4.550 -3.097
H -2.278 -2.588 -1.792
H -1.497 -3.206 -0.338
Os -0.074 0.225 3.393
Cl -2.100 -0.454 2.553
Cl 2.148 0.265 2.827
C -0.415 1.723 4.397
H -0.675 1.689 5.459
C -0.502 3.041 3.791
C -1.207 4.063 4.462
C -1.352 5.322 3.890
C -0.785 5.593 2.642
C -0.068 4.598 1.972
C 0.077 3.337 2.538
H -1.649 3.848 5.431
H -1.903 6.096 4.417
H 0.388 4.812 1.010
H 0.671 2.578 2.033
H -0.894 6.578 2.198
C 0.056 -0.441 7.342
S 1.158 -0.922 5.964
C 1.078 -2.708 6.332
O 0.014 -1.012 4.935
H 0.421 -0.890 8.289
H -0.992 -0.766 7.168
H 0.084 0.661 7.460
H 0.033 -3.043 6.505
H 1.505 -3.276 5.480
H 1.685 -2.924 7.236
*
```

Atom charges from the Löwdin analysis, given in e for atoms 1 to 8:
1. P 1.10
2. C -0.46
3. C -0.21
4. C -0.20
5. C -0.21
6. C -0.20
7. C -0.22
8. C -0.45

No. 6
Entry from OMol25: an isolated molecule of C2H2N6 (ωB97M-V with the def2-TZVPD basis set).

Summary:
HOMO-LUMO gap, eV: 8.1778
HOMO, eV: -9.76
LUMO level, eV: -1.58
Relative energy (zero: lowest compared OMol25 entry of this formula, charge and spin), eV: 3.0962

```
! wB97M-V def2-TZVPD RIJCOSX def2/J DEFGRID3
* xyz 0 1
C 1.042 -0.328 -0.076
C -1.406 0.649 0.297
H 2.786 0.211 0.869
H -1.964 1.497 0.697
N 2.199 -0.481 0.393
N 0.638 0.784 -0.823
N -0.503 1.226 -0.570
N -1.785 -0.660 0.382
N -1.118 -1.508 -0.468
N 0.112 -1.390 -0.702
*
```

Atom charges from the Löwdin analysis, given in e for atoms 1 to 8:
1. C -0.45
2. C -0.16
3. H 0.08
4. H 0.11
5. N 0.18
6. N 0.10
7. N 0.03
8. N 0.05